No. 1
{"formula": "C32H55CrN4OP2", "method": "ωB97M-V/def2-TZVPD", "multiplicity": 5, "e_tot_ha": -3273.501688, "charge": 1, "homo_energy_ev": [-8.78, -8.83], "fmax_ev_per_a": 5.9, "orbital_gap_ev": [6.3, 5.8], "elements": ["C", "C", "C", "C", "C", "H", "H", "H", "N", "P", "P", "C", "H", "H", "C", "O", "C", "H", "C", "C", "C", "C", "C", "H", "H", "H", "C", "H", "H", "H", "C", "H", "H", "H", "C", "H", "H", "H", "C", "H", "H", "H", "C", "H", "H", "H", "C", "H", "H", "H", "C", "H", "H", "H", "C", "H", "H", "H", "C", "H", "H", "H", "C", "H", "H", "H", "C", "H", "H", "H", "Cr", "N", "C", "C", "C", "C", "C", "H", "H", "H", "H", "H", "H", "H", "H", "H", "N", "C", "C", "C", "N", "H", "H", "H", "H"], "coordinates": [[-1.7591, 2.0825, -0.5473], [-1.2596, 1.3849, 1.6559], [-2.8411, 2.8329, -0.1068], [-2.2132, 2.3051, 2.1563], [-3.0061, 3.0296, 1.2705], [-3.5164, 3.2779, -0.8449], [-2.2715, 2.4288, 3.2287], [-3.7547, 3.7346, 1.6399], [-0.9314, 1.4853, 0.3297], [0.3146, 1.4433, -2.2492], [0.3315, -1.0363, 2.2387], [-1.4806, 1.8330, -2.0098], [-2.0809, 0.9823, -2.3537], [-1.8067, 2.6887, -2.6064], [2.0249, -1.0755, -0.0691], [2.8145, -1.9349, 0.0063], [-0.6823, 0.3556, 2.4470], [-0.8829, 0.4657, 3.5140], [-1.0978, -2.2886, 2.8255], [1.6818, -1.0552, 3.6640], [0.5039, 0.3131, -3.7563], [0.9356, 3.1777, -2.5372], [-0.7012, -3.5509, 2.0683], [0.2894, -3.9239, 2.3629], [-1.4253, -4.3609, 2.2403], [-0.6636, -3.3369, 0.9939], [-1.1898, -2.5321, 4.3325], [-0.2818, -2.9364, 4.7876], [-1.4873, -1.6178, 4.8622], [-1.9914, -3.2689, 4.5031], [-2.4821, -1.7602, 2.4251], [-3.2433, -2.5286, 2.6297], [-2.7610, -0.8822, 3.0230], [-2.5350, -1.4860, 1.3618], [2.1897, -2.5068, 3.7503], [2.5529, -2.8481, 2.7705], [3.0374, -2.5480, 4.4504], [1.4376, -3.2162, 4.1081], [2.8745, -0.1816, 3.2792], [3.3019, -0.4582, 2.3093], [2.6128, 0.8806, 3.2677], [3.6611, -0.3161, 4.0406], [1.1936, -0.5290, 5.0191], [0.3678, -1.0926, 5.4583], [2.0374, -0.6077, 5.7235], [0.9061, 0.5298, 4.9681], [2.4574, 3.1281, -2.7150], [2.8246, 4.1589, -2.8403], [2.9523, 2.6923, -1.8387], [2.7583, 2.5513, -3.5977], [0.6044, 4.0378, -1.3023], [-0.4745, 4.2266, -1.2073], [0.9597, 3.5749, -0.3740], [1.1111, 5.0111, -1.4083], [0.2752, 3.8569, -3.7580], [0.4415, 4.9422, -3.6729], [0.7181, 3.5339, -4.7051], [-0.8090, 3.7018, -3.8058], [-0.8526, -0.3392, -4.0346], [-1.6061, 0.3877, -4.3702], [-0.7327, -1.0846, -4.8363], [-1.2216, -0.8552, -3.1434], [1.5294, -0.7797, -3.3999], [1.1938, -1.4057, -2.5627], [1.6584, -1.4277, -4.2803], [2.5091, -0.3535, -3.1415], [0.9599, 1.0292, -5.0344], [0.2153, 1.7556, -5.3834], [1.9390, 1.5110, -4.9259], [1.0581, 0.2670, -5.8240], [0.6808, 0.3254, -0.1870], [-0.6879, -0.9402, -0.7260], [-1.4655, -1.7938, -0.4726], [-2.2754, -2.9770, -1.1125], [-3.4790, -3.3311, -0.2531], [-2.8259, -2.6400, -2.4918], [-1.4029, -4.2155, -1.2844], [-3.2082, -3.7084, 0.7389], [-4.1502, -2.4717, -0.1331], [-4.0420, -4.1260, -0.7597], [-2.0258, -2.6317, -3.2386], [-3.5359, -3.4412, -2.7636], [-3.3544, -1.6793, -2.4955], [-2.0184, -4.9912, -1.7677], [-0.5451, -3.9831, -1.9271], [-1.0300, -4.6168, -0.3373], [1.9785, 2.5988, 1.3568], [3.1560, 3.2289, 1.5558], [4.1038, 2.5418, 0.8154], [3.4443, 1.4784, 0.1959], [2.1318, 1.4933, 0.5404], [1.1041, 2.7880, 1.8471], [3.2425, 4.1151, 2.1746], [5.1503, 2.7709, 0.7237], [3.8623, 0.7339, -0.4681]], "atomic_forces_ev_per_a": [[-0.88, 0.33, 0.50], [1.09, -1.64, 0.68], [0.26, -0.15, -1.27], [-0.90, 1.22, -0.42], [0.69, -0.62, 1.23], [0.30, -0.08, 0.36], [-0.29, -0.02, 0.02], [0.23, -0.29, -0.07], [0.18, -0.24, -0.23], [-0.33, 0.92, -1.19], [-0.40, -0.84, 1.26], [-0.16, -0.10, -0.12], [0.11, 0.11, 0.25], [0.05, -0.15, 0.11], [3.77, -4.48, 0.25], [-2.65, 2.93, -0.29], [-0.05, 3.04, 0.63], [-0.40, 0.18, -0.04], [1.03, 0.14, 0.04], [-0.74, -0.10, -0.31], [-0.16, 0.46, -0.20], [0.03, 0.14, -0.55], [-0.39, -0.43, 0.14], [-0.26, 0.14, -0.06], [0.09, 0.01, -0.08], [0.10, -0.13, 0.35], [-0.20, -0.27, 0.10], [-0.28, 0.11, -0.11], [0.09, -0.23, -0.12], [0.15, 0.12, 0.00], [0.07, -0.06, -0.04], [0.24, 0.04, -0.11], [0.16, -0.20, -0.31], [-0.15, 0.08, 0.43], [0.09, 0.04, 0.08], [-0.07, 0.04, 0.19], [-0.16, 0.00, -0.14], [0.22, 0.18, -0.12], [0.15, 0.04, -0.17], [-0.03, 0.04, 0.15], [0.00, -0.10, -0.07], [-0.20, 0.05, -0.24], [0.10, -0.14, 0.27], [0.26, 0.20, -0.16], [-0.18, 0.11, -0.11], [0.06, -0.23, -0.06], [0.15, 0.22, -0.07], [0.02, -0.30, 0.01], [-0.14, 0.19, -0.21], [-0.03, 0.22, 0.26], [-0.01, -0.06, 0.17], [0.31, -0.03, -0.02], [-0.19, 0.21, -0.38], [-0.16, -0.28, -0.03], [0.33, 0.32, -0.07], [-0.06, -0.25, -0.07], [-0.12, 0.15, 0.29], [0.30, 0.08, -0.04], [0.03, -0.16, -0.13], [0.23, -0.19, 0.09], [-0.03, 0.13, 0.19], [0.07, 0.22, -0.31], [-0.03, 0.04, -0.17], [0.03, 0.13, -0.21], [0.04, 0.11, 0.25], [-0.19, -0.08, -0.07], [-0.02, -0.29, -0.31], [0.27, -0.24, 0.12], [-0.36, -0.11, -0.12], [0.02, 0.20, 0.16], [-0.38, 1.10, 0.48], [-2.96, -3.40, 1.61], [1.46, 0.75, -4.11], [-0.61, -0.31, 1.25], [-0.50, -0.21, 0.54], [0.11, 0.55, -0.44], [0.63, -0.15, 0.11], [0.00, 0.15, -0.26], [0.11, -0.18, 0.03], [0.15, 0.20, 0.11], [-0.28, 0.04, 0.09], [0.32, 0.42, 0.15], [0.05, -0.20, -0.12], [0.25, 0.31, 0.13], [-0.12, -0.17, 0.06], [-0.15, 0.02, -0.28], [0.70, -0.87, -0.21], [-0.20, -0.53, -0.49], [0.22, 0.09, 0.03], [-1.06, 0.76, 0.98], [1.32, 1.78, 0.90], [0.13, -0.43, -0.40], [-0.09, -0.26, -0.11], [0.02, 0.08, 0.05], [-0.22, 0.05, 0.09]], "mulliken_charge": [-0.09, -0.45, -0.98, -1.28, -0.83, 0.51, 0.58, 0.42, 1.57, 2.03, 1.47, -1.43, 0.60, 0.54, 0.20, -0.36, -1.30, 0.67, 2.02, 1.92, 2.31, 1.99, -1.25, 0.21, 0.60, -0.28, -2.02, 0.42, 0.37, 0.50, -1.53, 0.64, 0.44, -0.04, -1.71, 0.26, 0.54, 0.26, -1.70, 0.24, 0.25, 0.67, -1.78, 0.26, 0.54, 0.29, -1.24, 0.49, 0.03, 0.15, -1.37, 0.27, -0.03, 0.70, -1.53, 0.52, 0.41, 0.15, -1.67, 0.30, 0.73, -0.47, -1.54, -0.12, 0.62, 0.30, -1.97, 0.36, 0.30, 0.53, -1.24, -0.09, -0.51, 2.42, -1.86, -1.86, -1.57, 0.19, 0.45, 0.55, 0.43, 0.53, 0.33, 0.48, 0.29, 0.41, -0.36, -0.56, -0.96, -1.00, 1.29, 0.00, 0.51, 0.58, 0.35]}

***

No. 2
{"formula": "C32H55NP2SiSn", "method": "ωB97M-V/def2-TZVPD", "e_tot_ha": -2492.985105, "charge": 2, "homo_energy_ev": [-12.41, -12.41], "de_lowest_kcal_mol": 0.0, "fmax_ev_per_a": 3.7, "orbital_gap_ev": [4.8, 4.8], "elements": ["Sn", "C", "C", "C", "C", "C", "C", "H", "H", "H", "C", "H", "H", "H", "C", "H", "H", "H", "C", "H", "H", "H", "C", "H", "H", "H", "C", "C", "C", "C", "C", "C", "C", "C", "H", "H", "H", "H", "H", "H", "H", "H", "H", "H", "H", "H", "P", "C", "C", "P", "C", "C", "C", "H", "H", "H", "H", "H", "H", "H", "H", "H", "H", "H", "H", "H", "H", "C", "Si", "C", "C", "N", "C", "C", "C", "C", "C", "C", "H", "H", "H", "H", "H", "H", "H", "H", "H", "H", "H", "H", "H", "H"], "coordinates": [[0.0045, -0.8628, -1.3264], [0.8058, 1.8582, 3.5393], [1.3066, 2.7116, 2.5197], [-0.9075, 3.2364, 2.8554], [-0.5578, 2.1998, 3.7656], [0.2518, 3.5721, 2.1065], [1.5826, 0.8308, 4.2653], [2.2561, 0.2934, 3.5832], [0.9149, 0.1044, 4.7428], [2.2052, 1.2843, 5.0528], [-1.4568, 1.5899, 4.7648], [-0.8802, 1.1739, 5.6027], [-2.0612, 0.7772, 4.3329], [-2.1486, 2.3450, 5.1649], [-2.2443, 3.8429, 2.6952], [-2.8328, 3.7246, 3.6141], [-2.8042, 3.3726, 1.8698], [-2.1576, 4.9146, 2.4695], [0.3320, 4.6282, 1.0806], [-0.1681, 5.5424, 1.4299], [-0.1620, 4.3186, 0.1474], [1.3784, 4.8657, 0.8548], [2.6862, 2.7399, 1.9888], [3.2092, 3.6673, 2.2756], [2.6871, 2.6937, 0.8883], [3.2696, 1.8927, 2.3704], [0.9012, -2.7781, -1.2349], [2.1221, -2.7291, -0.3019], [2.7967, -1.3607, -0.2270], [3.0363, -0.7692, -1.6359], [1.7787, -0.1701, -2.2659], [1.4529, -0.6546, -3.6808], [1.1755, -2.1898, -3.8719], [1.3359, -3.1675, -2.6881], [3.7801, -1.4279, 0.2678], [3.4676, -1.5255, -2.3098], [2.1837, -0.6780, 0.3913], [2.3890, -3.4974, -2.6854], [0.1306, -3.4723, -0.8658], [2.8758, -3.4623, -0.6535], [0.7636, -4.0772, -2.9535], [0.1959, -2.3562, -4.3516], [2.2708, -0.3567, -4.3633], [1.8931, -2.5263, -4.6502], [3.8017, 0.0266, -1.5650], [1.7749, 0.9257, -2.1723], [2.1858, -3.6215, 1.5323], [1.5742, -5.2812, 1.0852], [3.9679, -4.0025, 1.7425], [0.0207, 0.3160, -4.4540], [-1.1282, -0.2409, -3.1695], [0.2731, 2.0820, -4.3497], [-0.4824, -0.1466, -6.0902], [0.5798, -5.2210, 0.6251], [1.5084, -5.8652, 2.0179], [2.2912, -5.7494, 0.4015], [4.5813, -3.1593, 1.3982], [4.2659, -4.9241, 1.2237], [4.0983, -4.1353, 2.8266], [0.0186, -1.0559, -6.4428], [-0.2428, 0.6856, -6.7673], [-1.5694, -0.2989, -6.0796], [-1.8533, 0.5337, -2.8755], [-1.6595, -1.1560, -3.4648], [-0.5439, 2.5435, -3.7754], [0.2496, 2.4719, -5.3774], [1.2388, 2.3467, -3.8958], [-0.6476, -1.4508, 2.4461], [-2.1008, -1.3143, 1.2703], [-2.5206, -2.9645, 0.5157], [-3.5613, -0.7116, 2.2607], [-1.6033, -0.1657, 0.0499], [-2.2758, 0.9938, -0.3147], [-3.6782, 1.0203, -0.5082], [-4.2923, 2.1687, -1.0023], [-3.5253, 3.2824, -1.3690], [-2.1315, 3.2677, -1.1953], [-1.5125, 2.1451, -0.6536], [-1.0534, -1.6111, 3.4572], [-0.0630, -0.5191, 2.4638], [0.0354, -2.2804, 2.2153], [-3.2134, -3.4534, 1.2187], [-3.0345, -2.8666, -0.4507], [-1.6489, -3.6220, 0.3893], [-3.2559, -0.0117, 3.0458], [-4.3350, -0.2228, 1.6611], [-4.0097, -1.5940, 2.7384], [-4.2599, 0.1142, -0.3228], [-5.3794, 2.1850, -1.1116], [-3.9920, 4.1712, -1.8087], [-1.5198, 4.1331, -1.4709], [-0.4309, 2.1144, -0.4717]], "atomic_forces_ev_per_a": [[-2.45, 1.17, 0.40], [0.02, -0.06, 0.29], [0.19, 0.19, -0.19], [-0.17, -0.17, -0.04], [-0.10, -0.06, -0.20], [-0.21, -0.01, -0.11], [-0.01, -0.32, 0.11], [-0.16, 0.10, 0.21], [0.25, 0.12, -0.11], [-0.12, -0.03, -0.18], [0.01, 0.07, 0.52], [-0.23, 0.07, -0.25], [0.22, 0.24, 0.07], [0.12, -0.29, -0.11], [-0.18, 0.26, 0.31], [0.06, 0.05, -0.31], [0.21, 0.04, 0.11], [-0.08, -0.28, -0.01], [0.31, 0.34, -0.11], [0.10, -0.19, -0.16], [0.09, 0.09, 0.32], [-0.28, 0.02, 0.00], [0.36, -0.24, -0.08], [-0.17, -0.22, -0.08], [0.01, 0.07, 0.28], [-0.09, 0.28, -0.13], [-0.43, -1.04, 0.54], [1.46, -1.41, 1.68], [0.50, -0.31, -0.30], [0.46, 0.51, 0.12], [-0.39, 1.11, 0.31], [0.73, 0.85, -2.07], [0.24, 0.04, -0.88], [-0.12, -0.60, -0.07], [-0.43, -0.09, 0.00], [-0.10, 0.10, 0.35], [0.10, 0.08, -0.16], [-0.44, 0.20, 0.28], [0.57, -0.10, -0.23], [-0.26, 0.52, -0.66], [0.26, 0.44, -0.01], [0.14, 0.17, 0.35], [0.25, -0.37, 0.42], [-0.44, 0.12, 0.44], [-0.27, -0.35, -0.04], [0.32, -0.21, -0.48], [-1.11, 1.33, -0.76], [0.03, -0.06, 0.00], [0.01, 0.06, -0.23], [0.04, -1.68, 3.35], [-0.67, 0.04, 0.16], [0.06, 0.60, -0.26], [0.03, 0.02, -0.77], [0.21, -0.14, 0.16], [-0.02, 0.09, -0.44], [-0.30, -0.17, 0.03], [-0.01, -0.27, 0.24], [0.02, 0.29, 0.08], [0.18, 0.05, -0.37], [-0.15, 0.18, 0.11], [-0.08, -0.37, 0.05], [0.28, 0.00, -0.07], [0.10, -0.34, -0.20], [-0.03, 0.39, -0.25], [0.25, -0.16, -0.15], [0.05, 0.08, 0.37], [-0.31, -0.17, -0.13], [-0.10, -0.17, 0.18], [0.31, 0.19, 0.19], [-0.11, -0.25, 0.03], [-0.25, 0.09, -0.07], [1.52, -0.86, -0.67], [0.28, 0.52, -0.91], [0.49, 0.16, -0.05], [0.19, 0.17, 0.05], [0.21, 0.30, -0.09], [-0.32, -0.16, 0.04], [-0.60, -0.38, 0.22], [0.25, -0.09, -0.13], [-0.15, -0.19, -0.06], [-0.14, 0.28, 0.18], [0.21, -0.09, -0.30], [0.07, -0.04, 0.22], [-0.24, 0.12, 0.03], [-0.14, -0.13, -0.16], [0.08, -0.16, 0.28], [0.06, 0.25, 0.02], [0.19, 0.39, -0.11], [0.38, 0.03, -0.09], [0.09, -0.43, 0.26], [-0.37, -0.22, 0.00], [-0.32, -0.02, -0.13]], "mulliken_charge": [0.59, 0.45, 0.38, 1.03, 0.78, 0.55, -1.63, 0.37, 0.43, 0.39, -1.35, 0.44, 0.03, 0.48, -1.29, 0.41, 0.10, 0.35, -1.25, 0.43, 0.00, 0.42, -1.65, 0.40, 0.33, 0.41, 0.57, -0.60, -1.37, -1.26, -0.59, -0.41, -1.06, -1.62, 0.72, 0.37, 0.05, 0.50, 0.48, 0.60, 0.35, 0.48, 0.77, 0.28, 0.58, 0.71, 0.33, -1.25, -1.03, 1.30, -1.68, -1.21, -1.28, 0.31, 0.40, 0.37, 0.31, 0.37, 0.38, 0.39, 0.48, 0.40, 0.66, 0.65, 0.24, 0.53, 0.36, 0.26, 0.00, -0.90, -0.97, 0.42, -0.53, -0.65, -0.94, -1.01, -1.06, 0.96, 0.56, -0.48, -0.24, 0.45, 0.28, 0.12, 0.06, 0.38, 0.41, 0.68, 0.44, 0.44, 0.46, 0.71]}